The following is a DFT calculation (ωB97M-V/def2-TZVPD) of a 2-piece molecular cluster, C3H10NO2S overall.

Structure (XYZ):
```
17
Properties=species:S:1:pos:R:3:forces:R:3
C -0.763 -1.260 0.043 0.4 2.4 0.3
O -2.047 -0.936 -0.009 -0.5 -0.7 -0.1
C 0.142 -0.020 -0.582 0.1 -0.9 1.1
C 1.508 -0.058 0.137 -0.9 0.5 0.3
S 3.012 0.523 -0.716 0.0 -0.3 -0.6
N -0.472 1.269 -0.343 -0.3 0.6 0.0
H -0.435 -1.333 1.141 0.4 -0.6 -0.8
H -0.393 -2.074 -0.616 -0.1 -0.6 0.6
H 0.184 -0.276 -1.640 0.3 0.3 -0.2
H 1.590 -1.020 0.646 0.7 -0.2 -0.4
H 1.402 0.688 0.932 -0.1 -0.2 0.0
H 2.552 0.528 -1.991 0.0 -0.1 0.4
H -1.232 1.145 0.333 0.1 -0.4 -0.2
H -0.979 1.600 -1.151 0.1 -0.1 -0.2
H -3.139 -0.779 1.406 -0.5 0.1 -1.2
H -3.083 0.364 2.253 -0.8 0.3 0.0
O -3.786 -0.141 1.807 1.0 -0.1 1.0
```
Positions in Å, forces in eV/Å.

Its total charge is -1. For the energy above the lowest of the compared OMol25 structures with the same formula, charge and spin, the calculation gives 0.7830 eV. Its highest occupied orbital energy is -3.4 eV. The frontier orbital gap comes out at 6.54 eV.

=====

The following is a DFT calculation (ωB97M-V/def2-TZVPD) of a 13-piece molecular cluster, C39H59ClN2O36PS overall.

Structure (XYZ):
```
139
Properties=species:S:1:pos:R:3:forces:R:3
C 5.556 -0.980 0.896 -0.1 0.0 0.3
C 5.015 0.181 1.698 0.0 0.5 0.2
N 5.819 0.695 2.552 0.3 0.0 -0.1
C 3.633 0.751 1.480 0.3 -0.3 -0.3
P 2.108 -0.392 1.792 -0.1 -0.8 0.2
N 2.565 -1.473 0.453 0.1 0.3 0.1
S 3.104 -1.610 3.353 0.2 -0.5 0.9
Cl 0.889 0.975 0.421 -0.6 0.5 -0.5
H 5.340 -1.889 1.466 -0.1 0.0 -0.2
H 6.642 -0.873 0.850 -0.1 0.0 -0.2
H 5.093 -1.093 -0.082 0.1 0.1 0.0
H 5.372 1.483 3.017 -0.1 -0.1 0.1
H 3.492 1.601 2.154 0.0 -0.1 0.0
H 3.571 1.159 0.465 0.0 -0.3 0.0
H 0.938 -1.161 1.994 0.0 0.2 -0.2
H 1.664 0.473 2.863 0.3 0.0 -0.1
H 2.559 -0.923 -0.397 0.3 0.0 -0.2
H 1.788 -2.114 0.324 0.0 0.0 0.1
H 3.090 -2.860 2.839 -0.1 0.4 -0.2
C -1.592 1.639 3.990 0.1 0.3 -0.1
C -2.975 1.189 3.587 -0.2 0.1 0.1
O -2.699 0.007 2.816 0.2 0.0 0.1
C -1.500 -0.473 3.208 0.0 0.1 -0.2
O -1.054 -1.528 2.880 -0.3 -0.3 0.2
O -0.868 0.402 4.023 -0.1 -0.1 0.0
H -1.571 2.122 4.964 0.1 -0.2 0.1
H -1.128 2.299 3.254 0.0 -0.1 0.0
H -3.590 0.916 4.444 0.1 0.1 -0.2
H -3.502 1.926 2.992 0.1 -0.2 -0.1
C -7.463 3.357 2.646 -0.2 -0.1 0.1
C -7.211 3.715 1.200 -0.2 -0.1 -0.2
O -5.915 4.319 1.253 0.0 0.0 0.1
C -5.285 3.853 2.359 0.1 0.0 0.0
O -4.135 4.027 2.604 0.0 0.1 0.0
O -6.139 3.159 3.146 0.0 0.1 -0.1
H -8.061 2.457 2.765 0.2 -0.1 0.1
H -7.932 4.171 3.204 0.0 0.0 0.0
H -7.167 2.836 0.555 0.0 0.0 0.0
H -7.945 4.409 0.803 0.2 0.1 0.0
C -5.155 -2.553 4.561 0.1 -0.3 -0.2
C -5.897 -2.705 5.866 -0.1 -0.3 0.1
O -5.642 -1.450 6.511 0.0 0.1 -0.1
C -5.351 -0.542 5.550 0.1 0.0 0.0
O -5.230 0.630 5.734 -0.3 0.0 0.3
O -5.194 -1.136 4.351 -0.2 0.0 0.2
H -5.632 -3.080 3.737 0.0 0.2 -0.1
H -4.116 -2.870 4.633 0.0 0.0 0.0
H -6.975 -2.817 5.725 0.0 0.1 0.0
H -5.528 -3.532 6.467 0.1 0.1 0.1
C -0.151 -3.430 5.405 0.5 0.4 -0.2
C 0.177 -4.900 5.403 0.2 0.0 0.0
O -1.058 -5.491 5.838 -0.1 0.0 0.0
C -2.052 -4.621 5.551 0.1 0.1 0.0
O -3.216 -4.886 5.630 -0.1 -0.1 0.0
O -1.567 -3.431 5.160 -0.1 -0.3 0.2
H 0.381 -2.881 4.629 -0.2 0.1 0.0
H 0.036 -2.958 6.371 -0.1 0.0 0.0
H 0.415 -5.273 4.405 -0.1 0.0 0.0
H 0.988 -5.158 6.079 -0.1 -0.1 0.1
C -0.647 -1.230 -2.564 -0.4 0.0 0.2
C -0.413 -0.794 -3.990 -0.3 0.0 -0.2
O 0.893 -0.210 -3.920 0.0 0.0 0.1
C 1.529 -0.746 -2.851 -0.2 -0.1 0.1
O 2.688 -0.599 -2.621 0.1 0.0 -0.1
O 0.681 -1.477 -2.095 0.2 0.1 -0.4
H -1.252 -2.131 -2.491 0.2 -0.1 0.1
H -1.094 -0.448 -1.947 0.1 0.0 0.0
H -0.386 -1.636 -4.684 0.1 0.0 0.0
H -1.142 -0.066 -4.339 0.2 0.2 0.0
C 3.129 2.886 -4.065 0.2 -0.1 0.1
C 2.373 2.783 -2.762 -0.2 -0.3 0.0
O 2.752 3.997 -2.093 0.1 0.1 -0.2
C 3.126 4.893 -3.026 0.0 0.0 0.1
O 3.342 6.047 -2.812 0.0 0.0 -0.1
O 3.232 4.317 -4.247 -0.2 -0.1 0.0
H 2.604 2.426 -4.900 0.0 0.2 -0.1
H 4.134 2.460 -4.004 -0.5 0.3 0.0
H 1.289 2.782 -2.902 0.0 0.1 0.0
H 2.652 1.912 -2.177 0.0 0.1 0.2
C -4.550 -6.138 1.917 0.2 -0.1 0.2
C -3.929 -5.909 0.557 0.3 0.0 0.0
O -5.077 -5.685 -0.270 0.0 0.0 0.1
C -6.086 -5.248 0.522 -0.1 0.1 -0.1
O -7.117 -4.814 0.124 0.0 0.0 0.0
O -5.759 -5.375 1.832 0.0 0.0 -0.1
H -3.929 -5.782 2.736 -0.2 0.1 0.0
H -4.806 -7.185 2.091 0.0 0.0 0.0
H -3.296 -5.021 0.530 0.0 0.0 0.0
H -3.359 -6.763 0.200 -0.1 0.0 -0.1
C 8.739 -1.623 4.276 -0.2 -0.1 -0.2
C 9.039 -0.150 4.403 -0.2 0.3 -0.3
O 9.400 -0.027 5.787 0.1 -0.2 0.0
C 9.830 -1.236 6.215 0.0 0.0 0.0
O 10.358 -1.432 7.264 0.0 0.0 0.0
O 9.580 -2.193 5.291 0.0 0.1 0.0
H 8.988 -2.026 3.298 0.1 -0.1 0.1
H 7.698 -1.856 4.502 0.0 0.0 0.0
H 9.889 0.161 3.791 0.0 -0.1 0.0
H 8.180 0.473 4.164 0.0 0.0 0.1
C 8.191 2.373 -4.704 0.2 0.2 0.1
C 8.547 0.904 -4.761 0.2 -0.1 0.0
O 7.319 0.275 -4.389 0.0 0.1 -0.1
C 6.308 1.134 -4.665 -0.1 -0.1 0.1
O 5.154 0.859 -4.620 0.4 -0.4 -0.2
O 6.791 2.358 -4.994 0.1 -0.1 0.0
H 8.727 2.971 -5.436 -0.2 0.0 -0.1
H 8.341 2.802 -3.713 0.0 0.0 0.0
H 8.820 0.578 -5.767 0.0 0.0 0.0
H 9.342 0.630 -4.071 -0.1 -0.1 0.1
C 3.486 -3.532 -5.029 0.3 0.3 0.1
C 3.813 -5.006 -5.070 0.2 -0.1 -0.1
O 2.584 -5.603 -4.647 0.0 0.1 -0.1
C 1.581 -4.727 -4.907 -0.1 0.0 0.0
O 0.424 -4.984 -4.826 0.0 0.0 0.0
O 2.075 -3.521 -5.273 0.0 -0.2 0.0
H 4.010 -2.957 -5.788 -0.2 0.1 -0.1
H 3.677 -3.086 -4.051 0.0 0.0 0.0
H 4.046 -5.357 -6.078 -0.1 0.0 0.0
H 4.625 -5.281 -4.402 -0.1 -0.1 0.1
C 0.623 4.206 -8.211 0.1 0.0 -0.2
C 0.529 5.263 -7.136 0.3 0.2 0.0
O -0.605 4.832 -6.378 0.0 -0.1 -0.1
C -0.755 3.500 -6.573 0.0 0.0 0.1
O -1.498 2.806 -5.962 -0.1 -0.1 0.0
O 0.062 3.062 -7.566 0.0 0.1 0.0
H 1.645 4.008 -8.526 0.0 -0.2 0.1
H 0.020 4.446 -9.090 0.0 0.0 0.0
H 1.406 5.276 -6.486 0.0 0.0 0.0
H 0.367 6.262 -7.535 -0.2 0.0 0.1
C -9.779 5.669 -2.482 0.1 0.1 -0.2
C -10.740 6.303 -1.501 -0.1 0.2 0.0
O -11.215 5.174 -0.762 0.1 0.0 -0.1
C -10.284 4.192 -0.857 0.0 -0.2 0.1
O -10.297 3.189 -0.221 0.0 0.0 0.1
O -9.337 4.511 -1.771 -0.1 0.1 0.1
H -8.938 6.310 -2.732 0.1 -0.1 0.1
H -10.271 5.350 -3.403 0.0 0.0 0.0
H -10.243 6.990 -0.813 0.0 0.0 0.0
H -11.566 6.820 -1.984 -0.1 -0.1 0.1
```
Positions in Å, forces in eV/Å.

Its total charge is -1. Its highest occupied orbital energy is -4.8 eV. The frontier orbital gap comes out at 6.28 eV.

=====

The following is a DFT calculation (ωB97M-V/def2-TZVPD) of C26H26CrN2OPS as an isolated structure.

Structure (XYZ):
```
58
Properties=species:S:1:pos:R:3:forces:R:3
Cr 0.958 -0.105 0.166 0.0 0.2 -0.1
C -5.189 2.613 2.928 0.0 0.0 0.0
C -5.010 1.565 2.033 0.0 0.0 0.0
C -3.785 0.925 1.951 0.1 0.0 0.0
C -2.723 1.320 2.766 -0.1 0.0 -0.1
C -2.921 2.358 3.673 0.0 0.0 0.0
C -4.146 3.008 3.750 0.0 0.0 0.0
P -1.045 0.599 2.679 0.0 0.0 0.1
C -0.418 1.540 1.205 0.1 -0.1 0.0
C 0.685 2.395 1.362 0.0 -0.1 0.0
C 1.162 3.144 0.295 0.0 0.0 0.0
C 0.528 3.087 -0.945 0.0 0.0 0.1
C -0.564 2.251 -1.120 0.0 0.0 0.0
C -1.014 1.457 -0.064 -0.1 0.1 -0.1
C -1.295 -1.035 1.894 0.1 0.0 -0.1
C -2.247 -1.925 2.385 0.0 0.0 0.0
C -2.319 -3.217 1.885 0.0 0.0 0.0
C -1.421 -3.631 0.911 0.0 0.0 0.0
C -0.458 -2.747 0.442 0.0 0.0 0.0
C -0.374 -1.434 0.908 -0.1 0.0 0.1
H -6.148 3.110 2.993 0.0 0.0 0.0
H -5.831 1.246 1.403 0.0 0.0 0.0
H -3.660 0.090 1.272 0.0 0.0 0.0
H -2.112 2.656 4.330 0.0 0.0 0.0
H -4.286 3.813 4.459 0.0 0.0 0.0
H 1.167 2.456 2.330 0.0 0.0 0.0
H 2.018 3.791 0.436 0.0 0.0 0.0
H 0.884 3.701 -1.761 0.0 0.0 0.0
H -1.078 2.217 -2.073 0.0 0.0 0.0
H -1.877 0.817 -0.200 0.0 0.0 0.0
H -2.940 -1.615 3.159 0.0 0.0 0.0
H -3.068 -3.900 2.264 0.0 0.0 0.0
H -1.464 -4.644 0.532 0.0 0.0 0.0
H 0.255 -3.106 -0.297 0.0 0.0 0.0
C -0.492 0.261 -4.868 0.0 0.0 0.0
N -0.086 -0.188 -3.543 0.1 0.0 0.0
C -1.053 -0.998 -2.813 0.0 0.0 0.0
C 1.096 0.127 -3.053 -0.1 -0.1 0.0
O 1.533 -0.214 -1.934 0.0 0.0 0.0
H -0.709 -0.602 -5.497 0.0 0.0 0.0
H 0.305 0.845 -5.322 0.0 0.0 0.0
H -1.387 0.878 -4.791 0.0 0.0 0.0
H -1.266 -1.904 -3.380 0.0 0.0 0.0
H -1.977 -0.432 -2.692 0.0 0.0 0.0
H -0.665 -1.269 -1.835 0.0 0.0 0.0
H 1.715 0.732 -3.722 0.0 0.0 0.0
S 2.897 -0.810 1.408 0.1 -0.1 0.0
C 4.200 -1.287 0.415 -0.1 0.1 0.0
N 4.133 -1.244 -0.937 0.0 -0.1 0.0
C 5.141 -1.620 -1.765 0.0 0.0 0.1
C 6.316 -2.072 -1.256 -0.1 0.0 -0.1
C 6.442 -2.137 0.145 0.1 0.0 0.0
C 5.415 -1.754 0.962 0.0 0.0 0.0
H 3.265 -0.920 -1.359 0.0 0.1 0.0
H 4.933 -1.528 -2.821 0.0 0.0 0.0
H 7.116 -2.367 -1.916 0.0 0.0 0.0
H 7.365 -2.496 0.581 0.0 0.0 0.0
H 5.495 -1.803 2.038 0.0 0.0 0.0
```
Positions in Å, forces in eV/Å.

Its total charge is +1. For the energy above the lowest of the compared OMol25 structures with the same formula, charge and spin, the calculation gives 0.6155 eV. The spin multiplicity is 5. Its highest occupied orbital energy (spin up / spin down) is -10.2 / -10.4 eV. The frontier orbital gap (spin up / spin down) comes out at 7.40 / 7.64 eV.

=====

The following is a DFT calculation (ωB97M-V/def2-TZVPD) of a 2-piece molecular cluster, C4H14NOS overall.

Structure (XYZ):
```
21
Properties=species:S:1:pos:R:3:forces:R:3
C -0.465 -1.286 -0.977 0.4 -0.4 0.5
C -0.900 -1.765 0.394 -0.4 0.0 0.5
C -0.816 -0.757 1.566 0.6 0.1 -0.7
S 0.117 0.728 1.089 -0.3 0.5 1.2
C 1.822 0.333 1.412 1.1 0.6 0.2
N -1.203 -0.064 -1.404 -0.4 -1.1 -0.6
H 0.607 -1.101 -1.015 -0.1 0.5 0.1
H -0.629 -2.088 -1.664 -0.4 -0.3 -0.7
H -0.241 -2.583 0.653 0.1 -0.4 -0.2
H -1.905 -2.192 0.339 0.0 0.0 0.0
H -0.330 -1.250 2.405 0.0 0.2 0.1
H -1.767 -0.378 1.913 -0.3 -0.1 -0.1
H 1.992 -0.517 2.061 -0.3 -0.6 -0.3
H 2.270 1.128 2.008 -0.3 0.4 -0.1
H 2.411 0.312 0.496 -0.1 -0.5 0.0
H -0.932 0.660 -0.729 0.1 0.5 0.0
H -0.931 0.227 -2.341 0.1 0.3 0.1
H -2.204 -0.250 -1.402 -0.1 0.1 0.1
H 1.060 1.153 -3.294 0.1 0.0 -0.1
H 1.226 2.285 -2.310 -0.1 0.2 0.1
O 0.708 1.490 -2.464 0.2 -0.1 -0.2
```
Positions in Å, forces in eV/Å.

Its total charge is +1. For the energy above the lowest of the compared OMol25 structures with the same formula, charge and spin, the calculation gives 0.5846 eV. Its highest occupied orbital energy is -12.5 eV. The frontier orbital gap comes out at 9.53 eV.

=====

Number 1: strongest force on any atom 2.4 eV/A. Number 2: strongest force on any atom 1.1 eV/A. Number 3: strongest force on any atom 0.2 eV/A. Number 4: strongest force on any atom 1.3 eV/A.